{
  "formula": "C33H85N3O11",
  "method": "ωB97M-V/def2-TZVPD",
  "total_energy_ha": -2299.96828,
  "e_above_lowest_ev": 2.986,
  "smiles": "COCCNCCOC.COCCNCCOC.COCCNCCOC.CC(C)O.CC(C)O.CC(C)O.CC(C)O.CC(C)O",
  "total_charge": 0,
  "e_lumo_ev": 0.430,
  "orbital_gap_ev": 9.16,
  "elements": ["C", "O", "C", "C", "N", "C", "C", "O", "C", "H", "H", "H", "H", "H", "H", "H", "H", "H", "H", "H", "H", "H", "H", "H", "C", "O", "C", "C", "N", "C", "C", "O", "C", "H", "H", "H", "H", "H", "H", "H", "H", "H", "H", "H", "H", "H", "H", "H", "C", "O", "C", "C", "N", "C", "C", "O", "C", "H", "H", "H", "H", "H", "H", "H", "H", "H", "H", "H", "H", "H", "H", "H", "C", "C", "C", "O", "H", "H", "H", "H", "H", "H", "H", "H", "C", "C", "C", "O", "H", "H", "H", "H", "H", "H", "H", "H", "C", "C", "C", "O", "H", "H", "H", "H", "H", "H", "H", "H", "C", "C", "C", "O", "H", "H", "H", "H", "H", "H", "H", "H", "C", "C", "C", "O", "H", "H", "H", "H", "H", "H", "H", "H"],
  "coordinates": [[17.948, -6.420, 6.717], [16.800, -5.736, 6.264], [16.102, -5.153, 7.321], [14.983, -4.187, 6.820], [14.616, -3.245, 7.895], [13.585, -2.301, 7.438], [13.499, -1.179, 8.551], [14.655, -0.409, 8.527], [14.726, 0.616, 9.566], [18.424, -6.888, 5.856], [17.574, -7.221, 7.355], [18.668, -5.868, 7.322], [16.811, -4.725, 8.030], [15.655, -5.937, 7.933], [14.130, -4.798, 6.525], [15.335, -3.595, 5.975], [15.423, -2.655, 8.039], [12.617, -2.797, 7.361], [13.761, -1.906, 6.437], [13.406, -1.505, 9.587], [12.634, -0.531, 8.410], [15.684, 1.135, 9.537], [14.715, 0.256, 10.595], [13.935, 1.348, 9.403], [-7.484, -2.550, 0.719], [-6.533, -1.717, 1.399], [-7.083, -0.547, 2.006], [-5.959, 0.417, 2.400], [-4.848, -0.180, 3.149], [-3.718, 0.690, 3.061], [-2.503, 0.302, 3.882], [-1.760, -0.709, 3.259], [-0.589, -0.942, 3.978], [-6.929, -3.428, 0.386], [-7.922, -2.100, -0.171], [-8.292, -2.859, 1.382], [-7.742, -0.719, 2.857], [-7.709, -0.046, 1.268], [-6.418, 1.266, 2.906], [-5.546, 0.736, 1.443], [-4.577, -1.074, 2.765], [-3.894, 1.732, 3.329], [-3.394, 0.811, 2.028], [-2.806, 0.081, 4.906], [-1.894, 1.204, 3.932], [-0.816, -1.068, 5.037], [0.081, -0.104, 3.782], [-0.191, -1.864, 3.555], [11.851, -5.588, -1.547], [12.211, -6.360, -2.709], [11.216, -7.344, -3.063], [11.721, -8.078, -4.361], [12.851, -9.035, -4.072], [13.159, -9.882, -5.217], [13.855, -9.107, -6.389], [15.135, -8.698, -6.016], [15.916, -8.046, -7.035], [12.570, -4.796, -1.340], [11.758, -6.237, -0.676], [10.906, -5.111, -1.808], [10.224, -6.923, -3.224], [11.097, -8.046, -2.238], [12.034, -7.245, -4.990], [10.947, -8.561, -4.958], [13.687, -8.468, -4.066], [12.254, -10.319, -5.639], [13.823, -10.653, -4.826], [13.241, -8.278, -6.743], [13.977, -9.798, -7.224], [15.361, -7.198, -7.437], [16.037, -8.764, -7.847], [16.852, -7.758, -6.557], [0.000, -7.021, 4.506], [-1.433, -7.325, 4.173], [-2.312, -6.146, 3.683], [-1.353, -8.274, 3.123], [0.540, -6.393, 3.797], [0.597, -7.930, 4.570], [0.093, -6.497, 5.457], [-1.900, -7.834, 5.016], [-3.344, -6.437, 3.484], [-1.951, -5.691, 2.760], [-2.330, -5.332, 4.408], [-0.838, -7.946, 2.382], [13.853, -14.201, -0.497], [12.446, -14.077, 0.037], [12.441, -13.436, 1.393], [11.668, -13.320, -0.826], [13.892, -14.856, -1.368], [14.480, -14.640, 0.278], [14.224, -13.201, -0.723], [12.035, -15.076, 0.182], [12.952, -12.476, 1.471], [12.968, -14.064, 2.111], [11.423, -13.281, 1.751], [12.130, -12.533, -1.123], [8.554, -8.488, 5.682], [7.369, -7.658, 5.273], [7.736, -6.206, 5.564], [7.262, -7.671, 3.843], [8.654, -8.422, 6.765], [9.535, -8.152, 5.345], [8.421, -9.538, 5.421], [6.385, -7.936, 5.652], [6.831, -5.610, 5.683], [8.303, -5.684, 4.794], [8.237, -6.041, 6.518], [7.196, -8.539, 3.439], [7.034, -16.725, 4.849], [6.778, -18.147, 4.254], [7.228, -18.197, 2.774], [7.516, -19.070, 4.973], [6.291, -16.092, 4.365], [8.048, -16.345, 4.725], [6.713, -16.741, 5.891], [5.718, -18.400, 4.287], [8.286, -17.965, 2.651], [6.658, -17.534, 2.123], [7.124, -19.182, 2.320], [7.480, -19.830, 4.387], [3.931, -11.351, 0.161], [5.150, -11.685, -0.676], [5.193, -10.966, -2.036], [6.319, -11.325, 0.041], [3.859, -10.268, 0.259], [3.991, -11.628, 1.214], [3.012, -11.746, -0.272], [5.152, -12.768, -0.796], [6.029, -11.299, -2.651], [5.203, -9.892, -1.849], [4.316, -11.175, -2.649], [7.073, -11.630, -0.470]],
  "atomic_forces_ev_per_a": [[-0.818, -1.124, -0.082], [0.669, 0.647, -0.677], [-0.751, 0.149, 0.392], [1.058, -0.110, 0.901], [-0.428, -0.255, -0.803], [-0.121, 0.381, 2.160], [-0.653, -0.140, -0.541], [1.712, 1.507, 0.682], [0.094, -0.486, -0.892], [0.070, 0.246, 0.038], [0.260, -0.410, 0.257], [-0.072, 0.620, -0.212], [0.080, 0.894, -0.088], [-0.453, -0.302, 0.046], [-0.114, 0.200, -0.042], [0.152, -0.337, -0.474], [0.345, -0.020, 0.276], [-0.075, -0.153, 0.272], [0.341, 0.500, -0.041], [-0.269, -1.112, -0.094], [-0.359, 0.094, -0.459], [0.033, -0.148, -0.717], [-0.560, -0.647, -0.026], [-0.143, 0.006, 0.125], [0.640, 0.129, 0.443], [-0.557, 0.012, 0.083], [0.228, 0.113, -0.191], [0.165, -1.286, -0.995], [-0.995, 0.400, 0.778], [1.244, 0.475, -0.135], [-0.504, 0.781, -0.604], [-1.075, -0.204, 0.099], [0.086, -0.481, -0.632], [-0.045, 0.003, 0.141], [0.040, 0.453, -0.007], [-0.044, -0.038, 0.134], [0.065, -0.724, 0.250], [-0.079, 0.280, -0.171], [0.263, 0.025, 0.200], [-0.018, 0.588, -0.306], [-0.315, -0.150, -0.189], [-0.841, -0.061, 0.455], [0.307, -0.175, -0.505], [0.020, -0.474, 0.179], [0.355, 0.239, 0.101], [0.279, 0.014, 0.191], [0.426, 0.004, 0.407], [0.357, 0.061, 0.273], [-0.399, -0.545, -1.102], [-0.263, -0.087, 0.096], [0.953, -0.714, -0.480], [0.720, 0.663, 1.136], [-1.074, 0.983, -0.686], [0.399, 0.785, -0.769], [-0.142, -1.246, 0.031], [0.768, 0.754, 0.694], [-1.239, -0.842, 0.642], [0.261, -0.310, -0.316], [-0.139, 0.027, 0.120], [-0.285, 0.133, 0.519], [-0.019, 0.509, -0.221], [0.152, -0.257, 0.100], [0.300, 0.113, -0.240], [-0.266, -0.316, 0.563], [0.201, 0.412, 0.907], [-0.048, -0.225, 0.159], [0.047, -0.208, -0.437], [-0.152, 0.281, 0.081], [-0.270, -0.267, -0.359], [0.141, 0.319, 0.063], [0.459, 0.017, -0.186], [-0.107, -0.004, -0.296], [0.802, 0.875, 1.027], [0.101, 0.507, -1.547], [0.343, 0.152, 0.640], [-0.883, -1.306, -0.338], [-0.387, 0.148, -0.423], [-0.301, -0.173, 0.150], [0.004, 0.028, 0.182], [-0.111, -0.028, -0.093], [0.084, -0.286, 0.167], [0.362, -0.234, -0.096], [-0.060, 0.000, 0.203], [0.048, 0.330, 0.126], [0.129, -0.448, 0.278], [1.082, 0.326, 0.685], [0.146, 0.098, 1.271], [-1.515, -0.070, -1.123], [0.043, 0.233, -0.134], [0.211, 0.019, -0.068], [0.209, -0.029, -0.150], [-0.451, 0.007, -0.513], [0.040, 0.199, -0.496], [-0.110, -0.212, 0.137], [-0.038, -0.089, -0.032], [0.240, -0.006, 0.128], [-0.121, -0.996, 1.237], [1.575, 0.975, -1.769], [-1.211, 1.117, 0.851], [-0.254, 0.470, -0.682], [-0.155, -0.291, 0.251], [-0.349, 0.297, -0.639], [0.100, -0.104, -0.024], [0.306, -0.205, 0.644], [-0.233, 0.082, -0.197], [0.149, -0.638, -0.189], [0.228, -0.426, 0.043], [-0.040, -0.288, 0.454], [-1.524, -1.140, -0.305], [0.772, 2.066, -1.245], [-0.103, 0.105, -0.117], [0.396, -0.962, 0.404], [0.308, 0.419, -0.180], [-0.108, -0.222, -0.025], [0.426, 0.008, 0.171], [-0.293, 0.220, 0.187], [0.053, 0.261, 0.289], [-0.063, 0.193, 0.161], [-0.262, -0.331, 0.226], [0.401, -0.613, 0.432], [0.082, 0.998, 0.278], [-0.016, -0.236, -0.318], [-0.776, -0.405, 0.228], [0.067, 0.130, 0.512], [-0.238, 0.255, -0.400], [0.290, -0.707, -0.166], [0.085, 0.039, -0.030], [0.046, -0.237, -0.339], [0.288, 0.203, 0.237], [0.290, 0.009, -0.124], [-0.248, -0.075, 0.128], [0.150, 0.029, 0.015]],
  "lowdin_charge": [-0.117, -0.186, -0.240, -0.179, -0.077, -0.183, -0.238, -0.208, -0.076, 0.090, 0.083, 0.086, 0.112, 0.117, 0.118, 0.114, 0.095, 0.110, 0.111, 0.115, 0.109, 0.081, 0.082, 0.084, -0.096, -0.196, -0.223, -0.206, -0.046, -0.249, -0.250, -0.183, -0.122, 0.086, 0.081, 0.084, 0.117, 0.114, 0.121, 0.109, 0.111, 0.120, 0.119, 0.125, 0.116, 0.088, 0.089, 0.090, -0.094, -0.213, -0.207, -0.174, -0.053, -0.202, -0.243, -0.210, -0.075, 0.084, 0.084, 0.080, 0.109, 0.111, 0.102, 0.110, 0.089, 0.109, 0.113, 0.112, 0.113, 0.083, 0.082, 0.091, -0.077, -0.480, -0.050, -0.072, 0.079, 0.082, 0.077, 0.137, 0.074, 0.074, 0.071, 0.086, -0.059, -0.545, -0.076, -0.037, 0.081, 0.079, 0.084, 0.140, 0.082, 0.078, 0.081, 0.092, -0.078, -0.468, -0.072, -0.075, 0.077, 0.088, 0.077, 0.137, 0.070, 0.085, 0.074, 0.083, -0.045, -0.509, -0.067, -0.039, 0.072, 0.080, 0.072, 0.128, 0.080, 0.076, 0.069, 0.082, -0.062, -0.505, -0.056, -0.055, 0.077, 0.078, 0.082, 0.127, 0.074, 0.082, 0.074, 0.085]
}